# 1
Formula: H80O40
Source: the OMol25 dataset
Level of theory: ωB97M-V with the def2-TZVPD basis set

XYZ file:
```
120
Properties=species:S:1:pos:R:3:forces:R:3
O 2.79698 1.52220 1.29727 -0.8 0.5 0.8
H -0.29310 1.90913 -2.24816 0.6 0.2 0.1
O -4.56023 -1.99436 1.13836 1.9 1.0 1.1
O -0.19261 -3.26331 -4.59588 -0.9 0.8 0.3
O 5.19167 -2.59075 2.64078 1.0 -0.2 -0.7
O 2.55565 -2.90931 1.33252 -0.5 0.2 -0.3
O 0.30463 2.69031 -2.12765 -0.4 0.2 0.5
H -2.78124 -0.00087 -5.32880 0.1 -0.1 0.1
H 0.02111 4.73522 -1.86181 0.1 -0.2 -0.5
H 3.58972 5.33614 -2.21964 -0.1 -0.3 0.8
O -0.69272 2.31946 4.96520 -0.5 0.3 0.4
O 1.69040 3.03661 3.94465 0.5 0.3 -0.5
O 4.14751 -4.48896 0.50945 1.1 -0.8 -0.7
O -3.02036 -1.92737 -4.29284 0.7 -0.8 -0.7
H -1.68677 -0.65202 3.64019 -0.2 0.3 0.0
O -4.48914 -1.14982 4.27205 -0.3 0.2 -0.1
H 1.42560 6.17108 -0.13759 -0.1 0.2 0.6
H 1.21802 -1.31852 0.09628 0.3 -0.3 -0.2
H -1.74165 0.06197 -2.47098 0.3 -0.1 -0.2
O -2.59682 2.53771 -1.22322 0.1 1.8 0.5
H -3.77946 1.02846 -4.95997 0.0 0.0 0.2
H 2.77434 -4.26299 -3.20956 0.2 0.0 0.0
H -0.76879 2.53628 4.01789 0.0 0.4 0.0
H -1.81249 -2.09064 -1.27208 1.0 -0.6 0.1
H -3.20722 3.10004 -0.72052 -0.4 -0.6 0.1
H 1.83010 1.56900 1.27096 0.0 -0.5 -0.4
H -3.68680 1.32412 -2.13882 -0.7 -0.5 0.3
O -2.86054 0.78960 -4.78413 -1.2 -0.1 -0.2
H 0.18308 0.32929 5.17996 0.6 0.3 0.0
H 3.23824 -0.72789 3.96347 -0.4 -0.5 0.0
H -3.20826 -2.51917 -3.54287 0.1 0.0 -0.4
H -2.97837 1.02205 0.38630 -0.4 -0.2 0.1
H -0.82565 -4.22300 1.64946 -0.3 -0.2 -0.3
H -0.06382 1.00948 -4.54919 -0.4 -0.4 -0.2
H -0.46729 3.10597 5.47990 -0.4 0.1 -0.6
H 3.74207 1.64524 -1.77055 -0.6 -1.4 0.6
O -2.08829 -3.98899 3.65446 1.3 0.4 0.1
H -4.47306 -1.50962 -3.71937 -1.5 0.0 0.5
H 1.29430 -4.19595 -2.88889 0.0 0.2 0.0
H -2.34602 5.77226 0.38505 0.1 -0.5 -0.2
H 2.34222 4.07937 -4.13057 -0.1 0.3 0.4
O -0.98419 0.44192 -2.00862 -0.6 0.2 0.2
H 3.67560 3.67438 -2.00281 0.1 2.0 0.3
H -1.11336 -2.76121 -2.64797 0.5 -0.3 0.9
H -3.50407 -5.01217 0.40455 -0.2 0.4 -0.8
O 0.16067 0.25518 6.13901 0.2 -0.8 0.0
H 0.43515 -6.05568 -1.16791 0.3 0.2 -1.0
H 0.26119 -4.06640 -4.85353 0.1 0.1 -0.4
O 3.29717 -1.76326 -2.70144 0.1 0.2 0.7
H -1.53144 1.80969 1.90080 0.2 0.1 -0.9
H 1.11920 2.52295 -2.61259 -0.1 0.2 -0.2
H -2.59947 -3.18092 3.76717 -0.6 -0.5 0.2
O -1.91361 -0.79189 4.55979 0.4 0.0 0.1
H 0.42433 5.83106 0.93475 0.0 0.5 0.1
H 1.47044 3.36840 4.82002 0.2 -0.1 -0.2
O 4.00886 0.68576 -1.95098 0.5 2.2 -0.7
H 2.91890 2.01513 2.13104 0.5 -0.1 -0.1
O 0.00373 -1.68526 2.20611 0.8 -0.4 -0.8
O -0.29491 -5.01737 1.77165 0.6 0.2 0.3
O 1.29026 6.25134 0.82800 0.1 -0.5 -0.8
O -4.63798 1.12696 -1.95927 0.9 0.7 -0.4
H -0.74638 -5.84116 -0.49713 -1.0 0.5 -0.3
H 4.61518 2.17469 -0.35111 0.9 1.0 -0.3
H -4.98201 1.98104 -2.25115 -0.6 -0.2 0.0
H 2.68949 -2.11944 -3.36006 -0.2 0.3 0.1
H -3.53082 2.11240 2.42832 -0.5 -0.5 0.9
O -0.66408 1.73315 -4.77554 1.6 0.3 0.3
H 3.14558 -0.82959 -2.46397 0.3 -0.3 -0.7
H -4.35324 -1.74411 2.05725 -1.8 -1.0 0.3
O 2.59293 -0.20326 4.44413 0.1 1.1 0.0
H 0.03460 1.18639 6.33262 -0.1 0.0 0.3
H -0.14575 -2.50805 2.68913 -0.6 0.3 0.4
O 4.00980 2.89694 -0.65822 -0.4 -1.6 1.6
H -3.71283 -1.53794 0.94460 -0.5 -0.2 -1.8
H -3.91597 -0.60826 4.83007 0.0 -0.3 0.2
H -5.02935 -0.48382 -2.85152 -0.8 -0.6 0.4
H 2.98272 -2.05027 1.40602 -0.1 0.0 0.4
H 5.54212 0.52097 -0.47953 -0.1 -0.5 0.4
O -2.56112 -4.85103 0.39192 0.7 -0.1 0.7
H -2.20621 -4.47268 -0.42050 -0.9 -0.1 -0.2
H -0.53036 -0.96041 2.51415 -0.1 -0.1 0.2
O -2.59532 0.28639 0.89461 0.5 0.4 -0.7
O -5.26838 -1.39784 -3.12716 1.3 0.9 -0.6
H 5.90113 -2.30332 2.04445 -0.1 0.7 0.4
H -0.07136 2.44544 -4.49151 -0.2 0.5 -0.3
H 1.55573 -1.38857 -1.46142 0.6 -0.5 0.3
O -0.43388 -5.69379 -1.41396 0.8 -0.6 1.4
H -1.35024 4.55435 0.77604 -0.7 -0.1 -0.3
O 1.95911 -3.83827 -3.49473 0.1 -0.9 0.1
H 5.88088 0.62316 1.06203 -0.2 -0.2 -0.1
O 3.71045 4.46839 -2.59636 -0.1 -0.8 -1.8
H 1.27890 2.17131 3.89252 0.0 -0.1 0.3
H -4.01251 -1.06941 3.44306 -0.1 0.2 0.1
O -1.81168 -2.25598 -2.21374 -0.7 0.2 -0.2
H -1.92370 0.04900 0.22775 0.2 -0.2 0.3
H -0.43224 -2.72534 -5.36279 0.1 -0.7 0.0
H -2.13321 3.27253 -1.65796 0.7 -0.7 -0.4
H -2.11868 -1.67649 -4.04375 -0.5 0.2 -0.2
H 1.66751 -2.85365 1.69679 0.2 0.3 0.0
H -3.18440 2.06134 4.02748 -0.5 -0.6 -0.2
H 4.84044 -4.97434 0.04042 0.0 -0.1 0.1
O 1.89026 3.35360 -4.58551 0.3 -0.2 0.0
H 1.80381 -0.69364 4.67339 0.4 -0.7 0.0
H -0.35551 -0.25017 -1.77024 0.1 -0.4 0.2
H -2.58953 -4.78039 3.46358 -0.8 0.4 -0.1
H 4.76240 1.01521 -2.47616 0.1 -1.2 -0.4
H 5.26011 -3.52208 2.37798 -1.0 -0.2 0.3
O 0.91297 -1.12651 -0.79724 -0.8 0.5 -0.2
O -0.70172 2.18570 2.19856 1.2 0.0 1.6
H -1.19997 -0.37510 5.07920 -0.6 -0.2 0.3
O 5.91529 1.07634 0.21756 0.2 0.4 -0.3
H 2.65202 2.80870 -4.81060 -0.1 -0.2 -0.3
O 0.22712 5.64894 -2.09795 0.2 0.3 0.6
O -1.59235 5.47489 0.89803 0.5 0.4 0.7
O -3.05840 2.48553 3.17849 0.4 0.9 -0.5
H -0.23656 5.88045 -2.90235 -0.1 -0.2 -0.2
H -0.57258 -5.26831 2.66058 0.2 -0.1 -0.1
H 3.84379 -3.86661 -0.15909 -0.3 0.2 0.3
H 3.32758 2.55739 -0.01716 -0.2 0.9 -0.4
H -0.05057 2.56330 1.61251 -0.5 -0.1 -0.8
```
Forces are in eV/Å.

As for the frontier orbital gap: 9.20 eV. Its spin multiplicity is 1.

# 2
Formula: H80O40
Source: the OMol25 dataset
Level of theory: ωB97M-V with the def2-TZVPD basis set

XYZ file:
```
120
Properties=species:S:1:pos:R:3:forces:R:3
O 0.24838 3.19840 2.41777 -2.2 -0.5 0.3
O -3.67497 -4.85188 -1.57837 -0.8 -0.3 1.0
H -1.37302 3.94651 -0.66136 0.9 0.6 0.5
H 0.96875 -1.14648 -2.49872 -1.6 1.6 0.5
H 1.92017 0.31586 -0.81291 0.2 0.1 -0.2
H 1.26024 0.11712 1.45459 0.0 -0.1 -0.2
H -0.25860 2.55023 -2.29976 0.1 -0.4 0.6
H 3.69148 0.31003 -4.76924 0.2 0.4 -0.1
H 3.58864 0.50505 1.44282 -0.6 -0.2 -0.1
O -1.31654 -2.83956 4.94961 -0.6 0.3 -0.6
H 2.90229 0.22777 4.44544 -0.1 0.1 0.5
H 0.82776 5.57725 1.47063 0.9 0.4 0.1
O 0.85895 4.33468 -2.48501 -0.2 -0.3 -0.7
H -3.49988 -0.99446 -3.80822 -0.4 0.3 0.0
O 4.31357 0.80240 -4.20593 -0.2 0.0 0.3
H -1.05971 0.05359 -3.89082 0.1 -0.2 0.1
H 2.54764 3.91678 1.86607 1.6 -0.4 0.1
H -2.49742 3.55210 2.22336 -0.2 -0.2 0.1
H -0.40836 0.27969 0.71140 -0.7 0.0 -0.4
O -4.32171 -0.56170 -4.08100 0.1 0.2 -0.5
H 3.16578 -4.25003 1.76264 0.4 0.2 -0.5
O 4.83659 -0.97856 -1.42884 -0.5 0.3 -0.5
H 4.63597 -1.62456 1.74074 0.1 0.0 0.8
H 4.62402 1.09986 0.47042 0.1 -0.1 0.4
H -3.77232 -3.94666 -1.25388 0.3 0.6 -0.4
H 0.81548 -5.10335 -0.69132 0.0 -0.1 0.1
H -1.04312 0.22637 4.58215 -0.1 -0.4 0.4
H -0.78459 -0.66842 -0.51075 -0.6 0.3 0.4
H -5.03120 -2.62344 -2.63375 -0.4 -0.7 -1.3
H -4.37349 -5.25418 -1.02518 0.5 -0.3 -0.6
H 0.94449 3.63388 1.95867 0.2 -0.1 -0.1
O -1.19402 0.46657 5.51064 0.0 0.7 -0.1
H -1.19897 -0.31474 6.06404 0.1 -0.5 -0.3
O -0.79691 4.61445 -0.21038 -1.5 -0.9 -0.1
O -0.66763 2.12520 -1.53677 -1.0 -0.2 -0.4
O 1.83634 -1.08683 -2.81306 3.3 -2.0 -0.7
O 0.33090 -5.79194 -1.14679 0.6 -0.2 -0.3
H 1.70268 -1.40282 -4.81813 -0.5 0.1 -0.2
O 2.29304 1.20838 -0.84116 -0.6 0.6 0.3
H -5.55456 -1.31943 1.98693 0.8 -0.3 0.3
H -0.68180 -3.40746 4.51817 0.7 -0.4 0.3
H 0.77020 -3.40744 -0.33814 0.4 0.3 -0.4
H 2.34089 -0.28375 -2.99377 -1.2 0.3 0.5
H -1.66874 -2.78892 -2.72041 -0.5 -0.3 0.3
O -3.29434 1.51754 -2.14880 0.1 0.4 -0.6
H -4.44809 1.92510 0.89164 1.1 0.2 1.5
O -0.29363 -0.41342 -4.25115 -0.1 -0.3 -0.2
H 1.90248 5.30818 -0.18541 -0.2 0.7 -0.2
O -1.39584 -1.88119 -2.57392 0.5 0.0 0.5
H 3.34923 4.97243 -0.68162 -0.4 0.2 0.2
H -5.02919 -1.68832 -1.53066 1.3 -0.1 -0.3
H -2.08118 2.01520 3.57012 -1.0 -0.6 0.9
H -3.69707 0.58543 0.12207 0.5 0.5 1.2
H 4.29345 1.73997 -4.45246 -0.2 -0.6 -0.2
H -5.81900 -2.46813 0.88617 0.7 -0.2 0.4
H 1.98557 -0.02993 2.78478 0.0 -0.3 -0.3
H -0.38625 1.60471 -5.30345 0.2 -0.4 0.1
H -0.01752 -2.30542 -1.23607 0.5 -1.4 0.9
H -0.35423 6.20782 1.23118 -0.3 0.9 -0.9
H -0.48306 -5.82883 -0.65718 -0.7 0.0 0.2
H -2.21182 -2.73564 -0.20874 -0.2 0.1 0.8
O 0.58116 6.41800 1.05179 -0.3 -1.0 1.0
H 0.44340 3.11232 3.36250 0.8 0.0 -0.1
O -3.27687 3.90691 1.78583 0.1 0.4 -0.7
O 0.02020 -2.82043 -0.39140 -0.7 0.5 -0.3
H 0.34604 1.72599 5.64449 0.2 0.2 0.7
H -4.17469 1.30973 -1.85527 -0.9 -0.7 0.1
H 0.09421 2.92876 -5.86070 0.1 -0.1 0.2
H 1.42334 -1.45860 -6.38321 -0.6 0.1 0.2
O -4.38776 -2.19598 -2.09208 -1.0 0.5 1.8
H -2.91664 4.05280 0.89721 -0.3 0.2 0.3
O 4.12315 -2.44183 1.63922 0.6 0.4 -0.4
H 1.58953 3.77390 -2.20305 0.2 0.0 0.2
O 1.32011 -4.01430 -3.38667 0.3 2.2 -0.3
O 0.20320 2.33740 -5.10193 -0.1 0.6 -0.2
H 0.40537 3.81466 -3.17543 0.4 0.6 -0.1
H -4.34019 -1.55534 4.89743 -0.2 -0.1 -0.3
O 2.52911 -4.84230 1.34892 -1.0 -0.3 -0.1
H -4.15974 0.38374 -4.00627 0.2 0.1 0.0
O -4.34517 1.28173 0.21520 -1.7 -0.6 -2.2
H -0.03883 2.07804 -0.81867 0.7 0.0 -0.1
H -0.34971 -1.29892 -3.80641 -0.3 1.4 -0.9
H 5.70208 -0.71939 -1.75968 0.0 -0.1 0.1
H 4.95323 -1.36720 -0.56638 0.5 -0.1 0.3
H 3.06937 1.33806 3.40870 0.0 0.0 0.0
O 2.08787 -1.44502 -5.70103 1.3 0.0 0.1
H 0.02475 -2.01837 1.61811 -0.1 0.2 -0.9
H 1.79011 -4.68285 -2.93592 0.4 -1.8 0.7
H 3.72768 -2.22733 0.79283 -0.8 -0.3 -0.2
H -0.06643 4.67876 -0.82922 0.2 0.1 -0.5
H -3.13063 -2.15015 0.91347 0.0 -0.6 0.9
H -1.15755 2.23927 2.54607 -0.6 -1.2 -1.0
H -3.23091 2.34520 -1.65541 0.8 -0.1 -0.1
O -6.15293 -1.71801 1.36883 -1.5 0.4 -0.6
O 2.66168 3.59699 2.77653 -1.1 0.5 0.5
O -0.07835 -0.23741 -0.03142 1.1 0.9 -0.2
H -2.42653 -5.50419 1.34647 -0.2 0.3 -0.3
O 4.49804 0.81293 1.38674 0.9 0.1 -0.4
O 2.54720 4.60505 -0.28063 0.6 -0.7 0.2
H -1.66677 -4.69530 2.32782 -0.1 0.5 -0.2
O -2.84350 -2.02722 0.02037 0.6 0.5 -1.1
H 3.13253 1.17817 -1.28952 0.4 -0.6 -0.4
H 3.51285 3.26921 3.01809 1.2 0.0 -0.6
O -0.70932 -1.64881 2.10556 -1.5 0.6 1.4
H -2.03972 -1.39331 -2.04862 -0.7 -0.4 0.0
O -1.97665 1.66276 2.68460 1.9 1.1 0.3
H -3.81749 -2.91746 4.65256 1.4 -1.7 0.8
O 0.96670 2.00632 4.96706 0.2 -0.1 -1.8
H -1.35444 -1.18225 1.52136 1.3 -1.1 0.4
H 2.77146 -5.07538 0.44547 0.6 0.2 0.4
O 5.33245 3.06048 -0.12766 -0.2 0.5 0.2
O 3.56168 0.69094 3.92649 0.2 0.1 0.3
H 4.48473 2.89969 -0.54876 -0.2 0.0 -0.2
H 5.05353 3.45338 0.71602 0.3 -0.3 -0.2
O -4.40232 -2.30266 4.28353 -1.2 1.9 -0.6
H -1.68807 -2.44023 4.14424 0.0 0.4 0.2
O -2.24652 -4.57561 1.56000 0.3 -0.8 0.3
H 1.72441 2.57177 5.13851 -0.4 -0.1 1.0
O 2.06177 -0.23717 1.84346 -0.3 0.0 0.3
H 1.96859 -3.28105 -3.27906 -0.7 -0.1 -0.5
```
Forces are in eV/Å.

As for the frontier orbital gap: 10.44 eV. Its spin multiplicity is 1.

| no. | HOMO level (eV) |
| --- | --- |
| 1 | -9.89 |
| 2 | -10.80 |